No. 1
The following is a DFT calculation (ωB97M-V/def2-TZVPD) of 7 unconnected molecules or ions with the total composition C19H55BN2O6 in a non-equilibrium geometry.

Geometry (Å):
O: 1.54433 -3.66641 -1.63837
H: 0.98146 -2.89258 -1.98868
H: 2.23368 -3.30977 -1.03574
H: 1.09204 -4.45389 -1.26738
O: -3.84353 -2.26577 -1.57913
H: -3.73753 -3.17508 -1.22561
H: -3.02983 -1.92728 -2.08167
H: -4.63905 -2.24744 -2.15985
O: -0.25836 -1.43712 -5.11535
H: -0.12037 -1.44657 -4.09099
H: 0.02228 -0.54107 -5.42905
H: 0.31102 -2.12496 -5.53322
B: -0.95893 -2.22562 -2.39886
H: 0.13434 -1.84909 -2.55415
H: -1.28214 -2.14343 -1.28928
H: -1.76258 -1.66621 -3.02285
H: -1.00356 -3.36908 -2.59355
C: -0.17998 -7.08447 -3.75999
O: 0.09400 -5.80611 -3.22678
H: -1.11664 -7.16206 -4.31591
H: 0.64709 -7.39146 -4.39498
H: -0.25044 -7.86182 -2.99123
H: -0.64079 -5.36559 -2.79903
C: -3.00192 -2.43015 3.78370
C: -1.66810 -1.66958 3.63451
C: -1.32110 -1.90928 2.13061
C: -0.19085 -1.02852 1.63570
C: -0.57819 0.41405 1.82660
C: -0.89657 0.71209 3.32722
N: -1.85859 -0.25649 3.86738
O: -2.51648 0.08046 5.05390
C: 0.39022 0.77648 4.14468
C: -1.54458 2.10588 3.34010
C: -0.64429 -2.37007 4.53985
H: -3.83578 -1.96243 3.25777
H: -3.35475 -2.48402 4.82055
H: -2.92230 -3.49700 3.56168
H: -1.13906 -2.95585 1.86975
H: -2.26308 -1.63701 1.63912
H: 0.12930 -1.18803 0.59615
H: 0.71636 -1.22713 2.21675
H: -1.43223 0.81417 1.28784
H: 0.36572 0.95192 1.70374
H: 1.06394 1.57579 3.82111
H: 0.26014 0.91995 5.22049
H: 1.02725 -0.11034 4.06109
H: -2.08595 2.35909 4.25648
H: -0.71313 2.80993 3.43386
H: -2.26792 2.28612 2.54834
H: 0.35773 -2.40695 4.09970
H: -0.93367 -3.41235 4.66898
H: -0.49920 -1.87962 5.50311
H: -1.83391 -0.02760 5.74256
C: 2.28905 4.76483 0.94754
C: 2.43531 3.84093 -0.29031
C: 2.69907 2.36302 0.06612
C: 2.42386 1.39590 -1.09019
C: 0.95411 1.54854 -1.44319
C: 0.64928 2.95454 -1.99938
N: 1.19508 3.93235 -1.06942
O: 0.77569 5.23945 -1.36431
C: 1.20782 3.14426 -3.40971
C: -0.86712 3.07822 -2.06250
C: 3.59564 4.37007 -1.11630
H: 3.10972 4.46811 1.60681
H: 1.29734 4.68099 1.38590
H: 2.52635 5.80370 0.72559
H: 3.72387 2.24091 0.42574
H: 2.12373 2.09827 0.95814
H: 2.47570 0.39119 -0.64382
H: 3.09939 1.39994 -1.94150
H: 0.29003 1.37747 -0.59794
H: 0.62730 0.92049 -2.28549
H: 0.96264 4.11109 -3.85176
H: 2.29860 3.15766 -3.50151
H: 0.85203 2.33216 -4.05615
H: -1.22595 4.06066 -2.36310
H: -1.40217 2.23063 -2.49117
H: -1.19221 3.06083 -1.00950
H: 4.54386 4.30943 -0.56973
H: 3.46373 5.42237 -1.37338
H: 3.81284 3.87015 -2.06408
H: 0.20991 5.49118 -0.62307

Properties
Spin multiplicity: 1
Charge: +2
E_HOMO in eV: -11.73
Largest force on an atom in eV Å⁻¹: 2.30

***

No. 2
The following is a DFT calculation (ωB97M-V/def2-TZVPD) of 5 unconnected molecules or ions with the total composition C16H46N4O5 in a non-equilibrium geometry.

Geometry (Å):
O: -29.09230 1.23486 -7.10981
H: -29.58348 2.04996 -7.21269
H: -28.80367 1.01517 -7.99562
C: -32.35588 2.34709 -9.30040
C: -32.36438 3.71134 -8.67685
C: -31.28785 3.99456 -7.57991
O: -31.33646 2.98336 -6.54222
C: -30.59897 3.39651 -5.38441
N: -32.30806 4.55682 -9.81999
H: -33.05706 2.21506 -10.12441
H: -32.60881 1.52187 -8.63471
H: -31.39758 2.15485 -9.78290
H: -33.31539 3.88209 -8.17235
H: -31.34786 5.04024 -7.27818
H: -30.37595 3.87402 -8.16473
H: -30.62066 2.61516 -4.62473
H: -31.00218 4.29018 -4.90810
H: -29.57793 3.68374 -5.63557
H: -32.13481 5.53012 -9.61320
H: -33.23335 4.56058 -10.22487
C: -31.94764 -1.56497 -6.22327
C: -30.63981 -1.78078 -5.47107
C: -29.60818 -2.65667 -6.20876
O: -30.12827 -3.96950 -6.42580
C: -29.99767 -4.88708 -5.35898
N: -30.16940 -0.42201 -5.05971
H: -32.32308 -2.48436 -6.67255
H: -31.67029 -0.92653 -7.06206
H: -32.65569 -1.07995 -5.55131
H: -30.89149 -2.27676 -4.53364
H: -28.72313 -2.63615 -5.57285
H: -29.25658 -2.13688 -7.09999
H: -30.53311 -4.69266 -4.42968
H: -28.95593 -4.91260 -5.03924
H: -30.30423 -5.88509 -5.67214
H: -29.75452 0.06533 -5.84103
H: -30.97551 0.15044 -4.85333
C: -26.07681 1.53288 -8.80284
C: -26.64833 0.23859 -9.45462
C: -26.56157 -1.02103 -8.58943
O: -25.25056 -1.23626 -8.13293
C: -25.14684 -2.47219 -7.40359
N: -28.03323 0.59013 -9.67136
H: -24.99779 1.56584 -8.65207
H: -26.47249 1.66786 -7.79620
H: -26.29538 2.39533 -9.43252
H: -26.20273 0.12697 -10.44310
H: -26.85073 -1.85544 -9.22838
H: -27.25534 -1.03121 -7.74880
H: -25.76526 -2.50718 -6.50669
H: -24.08724 -2.60154 -7.18306
H: -25.38397 -3.31828 -8.04859
H: -28.47334 -0.14235 -10.20976
H: -28.17130 1.41976 -10.23060
C: -27.37402 1.68274 -4.05918
C: -26.63595 0.44342 -3.45763
C: -25.04308 0.51005 -3.72892
O: -24.33946 -0.39524 -2.91172
C: -22.93090 -0.33582 -3.11919
N: -26.89030 0.49133 -2.00082
H: -27.06543 1.90785 -5.08007
H: -27.08994 2.57545 -3.50199
H: -28.46020 1.59389 -4.07965
H: -27.08305 -0.44068 -3.91214
H: -24.71722 1.49959 -3.40840
H: -24.88076 0.47103 -4.80606
H: -22.59328 0.67332 -2.88310
H: -22.55871 -0.59537 -4.11026
H: -22.39401 -0.97610 -2.41926
H: -26.81829 -0.47053 -1.70128
H: -26.14908 0.95416 -1.49437

Properties
Spin multiplicity: 2
Charge: +1
E_HOMO (alpha / beta) in eV: -11.54 / -11.53
Relative energy (zero: lowest compared OMol25 entry of this formula, charge and spin) in kcal/mol: 0.0
Expectation value of S²: 0.754
Largest force on an atom in eV Å⁻¹: 3.81

***

No. 3
The following is a DFT calculation (ωB97M-V/def2-TZVPD) of a single C15H11IN6O molecule in a non-equilibrium geometry.

Geometry (Å):
O: 2.75011 1.56023 3.61012
N: 2.24376 0.48914 3.26896
N: 2.05911 -0.40487 4.16484
C: 1.54213 -1.62987 3.69752
C: 1.40935 -2.86648 4.31888
I: 2.24268 -3.47326 6.28705
C: 0.86742 -3.75546 3.31792
N: 0.70078 -3.14581 2.14617
N: 1.08038 -1.84718 2.40493
C: 1.19542 -0.85398 1.47856
C: 0.70210 -0.94108 0.16177
C: 0.89705 0.05570 -0.77959
N: 0.38530 -0.13609 -2.08046
C: 0.01242 0.92818 -3.04390
C: -1.48525 1.12657 -2.88810
C: -2.01608 1.68304 -1.70883
C: -3.40510 1.88049 -1.67694
C: -4.17277 1.53412 -2.74612
N: -3.65660 0.93183 -3.83778
C: -2.34847 0.70382 -3.88670
C: 1.54100 1.21116 -0.35927
C: 1.99595 1.34258 0.99514
C: 1.83344 0.32733 1.92741
H: 0.67514 -4.80176 3.52078
H: 0.20235 -1.87635 -0.14468
H: -0.03899 -1.03839 -2.26647
H: 0.61809 1.78081 -2.86035
H: 0.27907 0.57067 -4.05211
H: -1.34148 2.00467 -0.90196
H: -3.89533 2.33018 -0.81972
H: -5.23335 1.79546 -2.70960
H: -1.97224 0.21714 -4.77170
H: 1.79749 2.02930 -1.03461
H: 2.53511 2.26817 1.26884

Properties
Spin multiplicity: 1
SMILES: [O-][n+]1nc2c(I)cnn2c2cc(NCc3cccnc3)ccc21
Charge: 0
E_HOMO in eV: -8.54
Largest force on an atom in eV Å⁻¹: 2.63